Record 1
Here is a structure of composition C44H34BrCoN5S2 from the Open Molecules 2025 dataset. Energies are from ωB97M-V with the def2-TZVPD basis set.

XYZ file:
```
87
C44H34BrCoN5S2 | the Open Molecules 2025 dataset | ωB97M-V with the def2-TZVPD basis set
Co -1.03 0.71 -0.17
C 2.42 -0.98 1.88
N 1.38 -0.01 1.55
C 1.39 1.11 2.15
C 0.39 2.14 2.00
C 0.28 3.25 2.84
C -0.86 3.95 2.43
C -1.38 3.23 1.36
N -0.64 2.13 1.10
C 3.79 -0.40 2.08
C 4.63 -0.20 0.99
C 5.88 0.38 1.14
C 6.31 0.77 2.40
C 5.49 0.58 3.50
C 4.24 -0.01 3.34
H 2.45 -1.70 1.05
H 2.12 -1.54 2.77
H 2.18 1.38 2.87
H 0.96 3.50 3.64
H -1.26 4.86 2.84
H -2.24 3.47 0.76
H 4.30 -0.51 0.00
H 6.52 0.52 0.28
H 7.29 1.23 2.53
H 5.82 0.87 4.49
H 3.61 -0.17 4.20
S -0.65 0.06 5.64
C -0.80 -0.46 7.26
C -1.39 -1.68 7.35
C -1.73 -2.21 6.08
C -1.39 -1.38 5.05
C -1.57 -1.60 3.60
C -1.30 -0.56 2.69
N -1.40 -0.70 1.39
C -1.81 -1.88 0.90
C -2.13 -2.97 1.70
C -2.56 -4.19 1.07
C -2.66 -4.28 -0.27
C -2.33 -3.17 -1.12
C -2.39 -3.20 -2.52
C -2.06 -2.09 -3.26
C -1.65 -0.94 -2.56
N -1.56 -0.88 -1.25
C -1.90 -1.98 -0.53
C -2.11 -2.05 -4.73
C -1.79 -1.01 -5.56
C -1.96 -1.33 -6.93
C -2.40 -2.60 -7.12
S -2.62 -3.42 -5.65
C -1.99 -2.81 3.09
H -0.45 0.17 8.05
H -1.58 -2.18 8.28
H -2.21 -3.16 5.94
H -0.98 0.42 3.03
H -2.82 -5.04 1.70
H -3.00 -5.20 -0.74
H -2.72 -4.12 -3.02
H -1.41 -0.02 -3.08
H -1.46 -0.05 -5.21
H -1.77 -0.63 -7.74
H -2.62 -3.10 -8.05
H -2.21 -3.64 3.74
C 4.44 1.36 -3.69
C 3.21 1.17 -2.84
C 2.65 2.21 -2.12
C 1.52 1.99 -1.35
N 0.92 0.81 -1.27
C 1.47 -0.21 -1.93
C 2.59 -0.07 -2.73
H 4.52 2.39 -4.03
H 4.42 0.70 -4.56
H 5.33 1.12 -3.11
H 3.09 3.20 -2.15
H 1.08 2.79 -0.76
H 1.00 -1.17 -1.81
H 2.99 -0.94 -3.25
Br -5.17 4.28 -4.02
C -3.96 3.29 -2.94
C -4.44 2.43 -1.97
C -3.54 1.71 -1.20
C -2.15 1.82 -1.34
C -1.72 2.71 -2.33
C -2.60 3.44 -3.13
H -5.51 2.31 -1.83
H -3.95 1.03 -0.45
H -0.66 2.85 -2.52
H -2.22 4.11 -3.89
```

HOMO-LUMO gap (spin up / spin down) ... 6.15 / 6.12 eV
Energy relative to the best compared isomer or geometry (same formula, charge and spin) ... 81.6 kJ/mol
2S+1 ... 2



Record 2
Here is a structure of composition C18H28N5O6SSiTc in a non-equilibrium geometry from the Open Molecules 2025 dataset. Energies are from ωB97M-V with the def2-TZVPD basis set.

XYZ file:
```
60
C18H28N5O6SSiTc | the Open Molecules 2025 dataset | ωB97M-V with the def2-TZVPD basis set
Tc 0.57 0.34 1.32
O 1.38 3.11 1.34
C 2.59 3.28 2.06
C 3.51 2.13 1.68
N 2.99 0.83 2.09
C 2.83 0.72 3.53
C 1.43 1.23 4.00
O 1.32 1.71 5.11
O 0.49 1.07 3.14
C 3.73 -0.28 1.52
C 2.76 -1.50 1.31
O 3.12 -2.44 0.63
O 1.63 -1.34 1.86
H 0.73 3.72 1.71
H 2.39 3.29 3.14
H 3.07 4.22 1.77
H 4.50 2.31 2.12
H 3.60 2.13 0.59
H 3.60 1.27 4.08
H 2.85 -0.33 3.83
H 4.55 -0.64 2.16
H 4.13 -0.01 0.55
C -4.12 -1.14 -2.81
Si -4.29 -0.52 -1.02
C -5.87 0.47 -0.70
C -4.16 -2.02 0.15
C -2.83 0.73 -0.86
C -2.65 1.75 -1.81
C -1.57 2.61 -1.74
C -0.62 2.43 -0.75
N -0.76 1.47 0.16
C -1.85 0.67 0.11
S -1.68 -0.50 1.40
H -4.85 -1.92 -3.02
H -3.14 -1.56 -3.00
H -4.29 -0.35 -3.53
H -6.75 -0.16 -0.82
H -5.98 1.31 -1.39
H -5.91 0.87 0.31
H -5.02 -2.66 0.00
H -4.14 -1.73 1.19
H -3.27 -2.62 -0.05
H -3.37 1.85 -2.60
H -1.44 3.39 -2.47
H 0.28 3.02 -0.69
C 1.57 -3.48 -2.62
N 1.44 -2.16 -2.05
C 2.34 -1.07 -2.34
C 1.91 -0.04 -1.31
O 2.38 1.05 -1.10
N 0.89 -0.58 -0.57
C 0.69 -1.85 -1.00
N -0.23 -2.64 -0.47
H 2.17 -3.42 -3.52
H 0.59 -3.88 -2.88
H 2.07 -4.15 -1.91
H 2.23 -0.69 -3.36
H 3.39 -1.35 -2.17
H -0.70 -2.32 0.38
H -0.22 -3.63 -0.66
```

HOMO-LUMO gap (spin up / spin down) ... 7.72 / 7.46 eV
Total charge ... +1
Energy relative to the best compared isomer or geometry (same formula, charge and spin) ... 96.6 kJ/mol
2S+1 ... 4